# 1
{"formula": "C37H77NO18S", "method": "ωB97M-V with the def2-TZVPD basis set", "elements": ["C", "S", "O", "C", "H", "H", "H", "H", "H", "H", "C", "O", "N", "C", "C", "H", "H", "H", "H", "H", "H", "H", "O", "C", "O", "C", "C", "C", "H", "H", "H", "H", "H", "H", "H", "H", "O", "C", "O", "C", "C", "C", "H", "H", "H", "H", "H", "H", "H", "H", "O", "C", "O", "C", "C", "C", "H", "H", "H", "H", "H", "H", "H", "H", "O", "C", "O", "C", "C", "C", "H", "H", "H", "H", "H", "H", "H", "H", "O", "C", "O", "C", "C", "C", "H", "H", "H", "H", "H", "H", "H", "H", "O", "C", "O", "C", "C", "C", "H", "H", "H", "H", "H", "H", "H", "H", "O", "C", "O", "C", "C", "C", "H", "H", "H", "H", "H", "H", "H", "H", "O", "C", "O", "C", "C", "C", "H", "H", "H", "H", "H", "H", "H", "H"], "positions_angstrom": [[2.0330, 5.8449, 0.9184], [1.2230, 6.1111, -0.6754], [1.5078, 4.9819, -1.6299], [-0.5097, 5.8887, -0.0484], [1.6514, 5.0461, 1.5660], [1.8554, 6.7130, 1.5633], [3.1155, 5.7271, 0.8781], [-1.1206, 6.5855, -0.6141], [-0.5761, 6.0426, 1.0232], [-0.7144, 4.8795, -0.4002], [4.8388, 1.0232, -0.9453], [5.2965, 0.6848, 0.1216], [3.6288, 1.6198, -1.0766], [3.1705, 2.3085, -2.2607], [2.8289, 1.9932, 0.0981], [5.2531, 0.8646, -1.9506], [2.1188, 2.0610, -2.4179], [3.8029, 2.1549, -3.1344], [3.1898, 3.3804, -2.0428], [1.7961, 1.7277, -0.1075], [3.2914, 1.5251, 0.9615], [2.9354, 3.0751, 0.2129], [-1.7823, -4.0158, -1.2260], [-0.8649, -4.5964, -1.7403], [-0.6586, -4.7203, -3.0518], [-1.5650, -4.2022, -4.0373], [-1.3850, -4.9869, -5.3317], [0.3305, -5.1388, -0.9881], [-1.4510, -3.1396, -4.2587], [-2.5968, -4.2829, -3.6952], [-0.4311, -4.8836, -5.8388], [-2.2277, -4.6858, -5.9574], [-1.5370, -6.0562, -5.1672], [0.2793, -6.2202, -1.1319], [0.1226, -4.9624, 0.0684], [1.3212, -4.7371, -1.1710], [-2.2267, -0.0147, 1.2063], [-1.4104, 0.8420, 0.9757], [-0.4239, 0.6994, 0.0962], [-0.2823, -0.4979, -0.6801], [1.0052, -1.2013, -0.3860], [-1.2937, 2.0990, 1.7835], [-0.3309, -0.1336, -1.7116], [-1.1946, -1.0927, -0.5830], [1.8174, -0.5500, -0.7278], [1.2032, -2.1400, -0.9031], [1.1620, -1.3709, 0.6813], [-0.4180, 2.7045, 1.5568], [-1.2712, 1.9157, 2.8568], [-2.1882, 2.7133, 1.6485], [0.5317, -0.2173, 3.5933], [0.4030, -1.0626, 4.4480], [-0.4801, -2.0446, 4.3908], [-1.2447, -2.2243, 3.1521], [-0.9071, -3.5996, 2.5900], [1.1534, -1.0683, 5.7684], [-0.8744, -1.4393, 2.5021], [-2.2853, -2.0410, 3.3955], [-1.0514, -3.4565, 1.5190], [-1.5586, -4.3543, 3.0371], [0.0676, -4.0227, 2.8296], [1.6323, -2.0205, 6.0014], [0.5328, -0.8180, 6.6249], [1.9845, -0.3702, 5.6657], [5.0712, -1.0397, 4.5973], [4.4902, -1.3367, 3.5762], [4.3804, -2.5757, 3.1207], [4.8308, -3.6888, 3.8658], [3.6784, -4.3552, 4.6514], [3.7886, -0.3372, 2.6854], [5.6564, -3.5231, 4.5494], [5.0502, -4.4263, 3.0928], [2.8296, -4.7387, 4.0900], [3.3725, -3.6830, 5.4561], [4.0881, -5.2287, 5.1678], [4.4076, 0.5320, 2.4870], [2.8872, -0.0777, 3.2390], [3.6020, -0.8524, 1.7464], [0.3955, 3.8401, 4.0602], [1.0408, 3.0572, 4.7278], [0.6384, 2.4964, 5.8424], [-0.6473, 2.8443, 6.3625], [-0.8556, 2.1344, 7.6897], [2.4281, 2.6630, 4.3331], [-1.4064, 2.6289, 5.6092], [-0.6595, 3.9269, 6.5144], [-1.0320, 1.0736, 7.5226], [-1.6194, 2.5880, 8.3145], [0.0847, 2.2593, 8.2331], [3.1501, 3.3100, 4.8382], [2.5185, 2.8102, 3.2604], [2.7035, 1.6564, 4.6364], [-3.2049, 5.1468, -1.7087], [-3.4847, 4.0134, -1.9997], [-4.6828, 3.7111, -2.5312], [-5.5943, 4.7905, -2.6994], [-6.4329, 5.1154, -1.5035], [-2.5760, 2.8291, -1.7906], [-6.2049, 4.5119, -3.5642], [-5.1243, 5.6786, -3.1299], [-7.0578, 5.9962, -1.6645], [-5.8235, 5.4513, -0.6597], [-7.0585, 4.2816, -1.1886], [-2.1949, 2.9054, -0.7746], [-1.7431, 3.0220, -2.4663], [-3.1281, 1.9050, -1.9278], [-5.7996, -1.5161, -3.1868], [-4.7817, -0.8912, -3.0916], [-4.6437, 0.3980, -3.4482], [-5.7615, 1.0041, -4.0809], [-5.3837, 2.4004, -4.5481], [-3.4999, -1.3995, -2.5176], [-6.5390, 1.0875, -3.3145], [-6.1875, 0.4469, -4.9179], [-6.2403, 2.9059, -4.9860], [-4.4785, 2.4602, -5.1520], [-5.0978, 2.9599, -3.6485], [-2.5735, -1.0928, -2.9944], [-3.4951, -2.4694, -2.3219], [-3.4753, -0.9904, -1.4989], [3.1131, -2.8233, -5.9724], [2.3748, -2.9015, -5.0275], [1.8231, -4.0420, -4.5680], [2.2845, -5.2442, -5.1773], [3.4997, -5.7441, -4.4360], [2.1518, -1.7217, -4.1073], [2.4989, -5.1122, -6.2373], [1.5397, -6.0336, -5.0822], [4.3062, -5.0124, -4.3058], [3.9254, -6.6924, -4.7516], [3.2460, -5.8080, -3.3677], [1.1914, -1.7823, -3.5997], [2.2083, -0.8318, -4.7287], [3.0099, -1.7138, -3.4361]], "lowdin_charge": [-0.293, 0.849, -0.574, -0.219, 0.038, 0.054, 0.051, 0.036, 0.051, 0.026, -0.338, 0.011, -0.191, -0.065, -0.017, 0.132, 0.087, 0.089, 0.064, 0.076, 0.055, 0.081, 0.103, -0.538, -0.015, -0.209, -0.058, 0.028, 0.117, 0.117, 0.059, 0.083, 0.083, 0.093, 0.067, 0.081, 0.087, -0.554, -0.023, -0.209, -0.037, 0.024, 0.120, 0.102, 0.065, 0.068, 0.082, 0.077, 0.078, 0.093, 0.079, -0.526, -0.004, -0.163, -0.045, 0.045, 0.074, 0.130, 0.061, 0.078, 0.074, 0.075, 0.081, 0.075, 0.087, -0.532, -0.006, -0.209, -0.061, 0.016, 0.122, 0.119, 0.068, 0.062, 0.075, 0.078, 0.055, 0.081, 0.074, -0.563, 0.001, -0.213, -0.055, 0.036, 0.123, 0.126, 0.068, 0.078, 0.083, 0.100, 0.081, 0.064, 0.107, -0.489, -0.073, -0.229, -0.054, 0.065, 0.114, 0.134, 0.085, 0.080, 0.083, 0.066, 0.110, 0.082, 0.119, -0.543, -0.019, -0.214, -0.071, 0.016, 0.130, 0.122, 0.080, 0.091, -0.016, 0.081, 0.069, 0.093, 0.108, -0.535, -0.028, -0.237, -0.067, 0.032, 0.121, 0.116, 0.083, 0.080, 0.076, 0.071, 0.089, 0.096], "homo_lumo_gap_ev": 9.45, "total_charge": 0, "e_tot_ha": -3263.24998}

---

# 2
{"formula": "C4H5NO4", "method": "ωB97M-V with the def2-TZVPD basis set", "elements": ["C", "C", "C", "C", "N", "O", "O", "O", "O", "H", "H", "H", "H", "H"], "positions_angstrom": [[1.5211, -0.6345, -1.6569], [1.5032, 1.4399, -0.0547], [3.8934, 0.0096, 1.1140], [-0.1719, -0.7196, 0.1489], [1.0351, -0.1459, -0.5438], [4.5526, 0.8700, 1.4848], [2.3172, -0.0839, -2.3808], [2.2002, 2.0505, -0.7481], [3.1481, -0.7947, 0.8241], [0.9871, -1.6163, -2.0432], [1.0851, 1.8515, 0.8999], [0.1965, -1.3171, 0.9420], [-0.9889, 0.0958, 0.3861], [-0.6052, -1.4591, -0.5420]], "nbo_charge": [0.523, 0.562, 1.020, -0.422, -0.518, -0.509, -0.597, -0.436, -0.510, 0.091, 0.162, 0.206, 0.213, 0.215], "homo_lumo_gap_ev": 9.85, "de_lowest_kj_mol": 153.9, "total_charge": 0, "e_tot_ha": -511.10287, "smiles": "CN(C=O)C=O.O=C=O"}

---

# 3
{"formula": "C12H29ClIMoN2OP2S", "method": "ωB97M-V with the def2-TZVPD basis set", "elements": ["C", "C", "H", "H", "H", "O", "I", "Mo", "P", "C", "C", "H", "H", "H", "H", "H", "H", "C", "H", "H", "H", "P", "C", "C", "H", "H", "H", "C", "H", "H", "H", "H", "H", "H", "Cl", "S", "C", "N", "C", "C", "C", "N", "H", "H", "H", "H", "H", "H", "H", "H"], "positions_angstrom": [[-0.3104, -0.8016, -3.7524], [-0.2856, -1.1574, -2.3314], [-0.5556, -1.7162, -4.3265], [0.6511, -0.4189, -4.1294], [-1.0821, -0.0524, -3.9898], [-0.5363, -2.2180, -1.8059], [-0.0381, 3.8582, -2.6760], [0.3232, 1.6882, -1.0539], [-1.7583, 0.7079, -1.1323], [-2.3474, -0.5830, 0.0296], [-2.3067, 2.2062, -0.1979], [-3.3726, 2.2621, -0.4494], [-3.9537, 0.9725, -2.0893], [-1.8389, 3.1481, -0.5117], [-2.6800, 1.3677, -3.2889], [-1.9833, -0.3851, 1.0445], [-2.2039, 2.0756, 0.8843], [-2.9788, 0.6662, -2.4980], [-3.4441, -0.5627, 0.0228], [-3.0548, -0.3495, -2.9038], [-1.9865, -1.5658, -0.2908], [1.8992, -0.0598, -1.3215], [1.8579, -1.4873, -0.1431], [2.7842, -0.6838, -2.7975], [3.3634, 1.8436, -0.6825], [4.2351, 0.2776, -0.8237], [3.2344, 0.6394, 0.6239], [3.3211, 0.7698, -0.4614], [2.7759, 0.0843, -3.5831], [3.8257, -0.8965, -2.5208], [2.7200, -2.1245, -0.3836], [0.9382, -2.0714, -0.2529], [2.3187, -1.6008, -3.1734], [1.9535, -1.1234, 0.8873], [1.7316, 3.5122, -0.2011], [0.4273, 1.3723, 1.2729], [0.0803, 0.3777, 2.6988], [-0.3002, -0.9074, 2.6596], [-0.2415, -1.7509, 3.8603], [-0.6264, -0.9169, 5.0691], [0.1984, 0.3454, 5.1834], [0.2561, 0.9900, 3.8723], [-0.2234, -1.3702, 1.7563], [0.7768, -2.1565, 3.9745], [-0.9352, -2.5874, 3.7127], [-0.4954, -1.5111, 5.9750], [-1.6830, -0.6409, 4.9905], [1.2194, 0.1274, 5.5254], [-0.2494, 1.0649, 5.8710], [0.6112, 1.9363, 3.7876]], "nbo_charge": [-0.813, 0.762, 0.332, 0.311, 0.315, -0.362, 0.337, 0.086, 1.062, -0.941, -0.919, 0.292, 0.292, 0.278, 0.276, 0.256, 0.272, -0.940, 0.290, 0.262, 0.256, 0.998, -0.904, -0.920, 0.285, 0.270, 0.260, -0.880, 0.277, 0.300, 0.290, 0.238, 0.256, 0.255, -0.259, 0.040, 0.387, -0.555, -0.232, -0.439, -0.230, -0.501, 0.418, 0.226, 0.253, 0.279, 0.234, 0.240, 0.262, 0.447], "multiplicity": 3, "homo_lumo_gap_ev": [5.15, 4.87], "total_charge": 3, "e_tot_ha": -2565.23965}

---

# 4
{"formula": "C4H8N2O", "method": "ωB97M-V with the def2-TZVPD basis set", "elements": ["C", "C", "C", "C", "N", "N", "O", "H", "H", "H", "H", "H", "H", "H", "H"], "positions_angstrom": [[-1.3359, 0.0186, 0.2596], [1.0395, 1.4703, 0.6439], [-2.3455, -0.6183, -0.6744], [2.1128, -0.6327, -0.0381], [-0.1013, -0.4149, -0.0784], [0.9484, 0.2622, 0.2165], [-1.7723, 0.8210, 1.0557], [0.0923, 1.9194, 0.9720], [1.8747, 2.1141, 0.7206], [-1.7912, -1.4917, -1.0582], [-2.4517, 0.0925, -1.6057], [-3.3394, -1.0212, -0.0769], [2.6359, -0.8326, 0.8784], [1.5794, -1.5514, -0.4981], [2.8543, -0.1353, -0.7167]], "nbo_charge": [0.617, -0.177, -0.697, -0.422, -0.481, -0.035, -0.623, 0.239, 0.203, 0.220, 0.233, 0.230, 0.217, 0.264, 0.214], "homo_lumo_gap_ev": 9.13, "de_lowest_kj_mol": 392.1, "total_charge": 0, "e_tot_ha": -341.85431}

---

no.,F_max (eV/Å)
1,3.4
2,6.0
3,6.5
4,3.4